49
Properties=species:S:1:pos:R:3:lowdin_charge:R:1 method="wB97M-V/def2-TZVPD" total_energy_ev=-43563.5294 smiles="C=CS(=O)(=O)Nc1cccc(-c2ccc(C(N)=O)c3[nH]c4c(c23)CCCC4)c1" spin_multiplicity=1 de_lowest_kj_mol=464.0 gap_ev=7.4641 max_force_ev_per_a=4.21 lumo_ev=-0.081
C -4.475 -0.974 4.356 0.02
C -4.156 -0.827 3.021 -0.19
S -4.334 -2.235 1.914 0.62
O -4.325 -3.578 2.546 -0.33
O -5.210 -1.901 0.836 -0.29
N -2.862 -2.324 1.277 -0.11
C -2.549 -1.762 0.005 -0.28
C -3.162 -2.164 -1.157 -0.04
C -2.908 -1.475 -2.297 -0.09
C -1.946 -0.500 -2.356 -0.04
C -1.233 -0.092 -1.208 -0.15
C -0.200 0.955 -1.230 -0.08
C -0.598 2.099 -2.011 -0.05
C 0.252 3.170 -2.154 -0.03
C 1.531 3.204 -1.447 -0.06
C 2.361 4.410 -1.453 -0.51
N 2.167 5.609 -2.062 0.14
O 3.501 4.272 -1.033 0.03
C 1.908 2.038 -0.740 -0.11
N 3.108 1.797 -0.020 0.15
C 3.125 0.466 0.321 -0.16
C 1.904 -0.108 -0.058 -0.14
C 1.106 0.916 -0.688 -0.06
C 1.622 -1.519 0.121 -0.18
C 2.854 -2.393 0.442 -0.18
C 3.717 -1.645 1.439 -0.24
C 4.298 -0.371 0.829 -0.10
C -1.530 -0.823 -0.043 0.03
H -4.901 -1.905 4.620 0.04
H -4.233 -0.256 5.178 0.08
H -3.678 0.085 2.637 0.09
H -2.594 -3.335 1.347 0.15
H -4.009 -2.828 -1.197 0.12
H -3.382 -1.819 -3.265 0.13
H -1.904 -0.099 -3.370 0.12
H -1.609 2.087 -2.493 0.12
H -0.239 3.918 -2.858 0.13
H 1.524 5.399 -2.877 0.12
H 2.997 6.193 -2.189 0.12
H 3.923 2.361 0.021 0.13
H 0.839 -1.621 0.902 0.11
H 1.045 -1.813 -0.810 0.14
H 2.464 -3.386 0.866 0.14
H 3.545 -2.425 -0.444 0.13
H 3.156 -1.415 2.292 0.09
H 4.375 -2.400 1.863 0.11
H 4.844 0.186 1.713 0.15
H 4.964 -0.568 0.039 0.09
H -1.093 -0.602 0.872 0.10

---

104
Properties=species:S:1:pos:R:3:lowdin_charge:R:1 method="wB97M-V/def2-TZVPD" total_energy_ev=-139129.1844 total_charge=-1 spin_multiplicity=4 de_lowest_kj_mol=0.0 s2=3.850 gap_ev="5.1316 / 5.3891" max_force_ev_per_a=1.83 lumo_ev="1.783 / 1.654"
V -1.639 1.138 1.017 0.54
C -2.084 -2.989 2.182 -0.01
C -2.299 -2.371 0.827 -0.32
C -1.777 -3.166 -0.335 -0.09
C -0.953 -2.377 -1.283 -0.19
N -0.766 -1.099 -1.172 0.11
N -1.513 -0.353 -0.334 -0.08
B 0.376 1.822 0.603 -0.78
N 1.761 1.280 0.898 -0.01
N 2.572 0.371 0.384 0.21
C 3.706 0.165 1.013 -0.21
C 4.043 0.837 2.211 0.05
C 3.223 1.822 2.710 -0.24
C 3.496 2.603 3.954 -0.03
C 2.078 2.061 1.953 -0.56
S 0.816 3.211 2.010 0.97
C 4.716 -0.759 0.344 -0.54
C 5.466 -1.611 1.377 -0.06
C 5.722 0.140 -0.396 -0.04
C 4.034 -1.682 -0.664 -0.06
N 0.128 2.375 -0.764 -0.03
N 0.951 2.043 -1.756 0.20
C 0.736 2.492 -2.964 -0.21
C -0.312 3.389 -3.238 0.05
C -1.172 3.744 -2.229 -0.24
C -2.322 4.673 -2.450 -0.06
C -0.957 3.190 -0.950 -0.58
S -1.974 3.469 0.398 0.75
C 1.651 1.975 -4.071 -0.54
C 2.446 3.138 -4.674 -0.05
C 2.621 0.921 -3.523 -0.06
C 0.770 1.328 -5.151 -0.04
C -2.347 -0.909 0.584 -0.26
S -4.317 -0.659 3.596 0.49
C -0.162 -3.068 -2.389 -0.54
C 1.336 -2.926 -2.089 -0.06
C -0.516 -4.550 -2.520 -0.06
C -0.477 -2.372 -3.722 -0.05
H -2.174 -4.076 2.109 0.09
H -1.081 -2.737 2.537 0.08
H -2.796 -2.629 2.917 0.01
H -1.385 -4.149 -0.101 0.14
H 4.957 0.599 2.738 0.12
H 4.542 2.525 4.244 0.08
H 3.229 3.649 3.804 0.08
H 2.871 2.219 4.764 0.09
H 6.153 -1.013 1.977 0.07
H 4.768 -2.116 2.047 0.09
H 6.057 -2.370 0.861 0.08
H 6.213 0.826 0.298 0.08
H 6.488 -0.469 -0.881 0.08
H 5.212 0.731 -1.159 0.08
H 3.347 -2.362 -0.159 0.08
H 3.465 -1.102 -1.389 0.05
H 4.786 -2.273 -1.191 0.09
H -0.450 3.791 -4.234 0.12
H -2.455 4.873 -3.513 0.08
H -3.236 4.246 -2.037 0.07
H -2.151 5.615 -1.925 0.09
H 3.087 3.591 -3.915 0.09
H 3.078 2.776 -5.487 0.08
H 1.785 3.911 -5.072 0.08
H 3.271 1.357 -2.765 0.07
H 2.066 0.110 -3.051 0.07
H 3.231 0.518 -4.335 0.09
H 0.189 2.075 -5.696 0.08
H 1.392 0.787 -5.867 0.09
H 0.076 0.620 -4.697 0.08
H 1.598 -3.485 -1.187 0.08
H 1.935 -3.308 -2.921 0.09
H 1.576 -1.876 -1.921 0.05
H -0.177 -5.124 -1.655 0.08
H -1.592 -4.696 -2.635 0.09
H -0.020 -4.959 -3.403 0.08
H -0.297 -1.303 -3.622 0.05
H 0.156 -2.768 -4.521 0.08
H -1.523 -2.527 -3.997 0.09
Cl 0.350 -0.176 4.120 0.72
C -0.835 0.865 4.835 -0.59
C -0.911 1.031 6.202 -0.12
C -1.888 1.858 6.735 -0.10
C -2.787 2.514 5.909 -0.12
C -2.714 2.339 4.544 -0.62
Cl -3.813 3.135 3.481 0.69
C -1.732 1.507 3.952 -0.44
N -1.657 1.357 2.614 -0.15
H -0.222 0.506 6.851 0.10
H -1.948 1.985 7.808 0.10
H -3.549 3.158 6.327 0.10
C -3.770 0.982 0.151 -0.06
C -3.585 -0.202 0.831 -0.28
C -4.686 -0.633 1.779 -0.66
C -5.446 -1.924 1.678 -0.10
C -5.253 -3.247 1.226 -0.26
C -4.289 -3.845 0.412 -0.02
C -3.271 -2.967 -0.174 -0.15
C -6.318 -4.132 1.626 -0.23
N -7.179 -4.836 1.925 0.12
H -4.640 1.594 0.347 0.08
H -3.285 1.143 -0.805 0.06
H -5.431 0.159 1.714 0.07
H -6.389 -1.798 2.194 0.08
H -4.316 -4.913 0.238 0.11
H -3.693 -2.234 -0.860 0.16

---

10
Properties=species:S:1:pos:R:3:lowdin_charge:R:1 method="wB97M-V/def2-TZVPD" total_energy_ev=-86205.4944 spin_multiplicity=3 de_lowest_kj_mol=11.5 s2=2.006 gap_ev="7.3456 / 8.7068" max_force_ev_per_a=2.37 lumo_ev="0.825 / -1.578"
C -1.326 0.453 1.445 -0.59
C 1.443 -0.882 -0.492 -0.60
N 1.213 -0.094 -1.564 -0.09
Cl 2.056 -2.436 -0.903 0.55
Br -1.219 2.174 0.626 0.54
H -0.862 -0.276 0.696 0.00
H -0.889 0.314 2.449 0.02
H -2.453 0.379 1.733 0.04
H 0.793 0.793 -1.430 0.03
H 1.243 -0.424 -2.562 0.11

---

16
Properties=species:S:1:pos:R:3:lowdin_charge:R:1 method="wB97M-V/def2-TZVPD" total_energy_ev=-17654.3801 smiles="CCC=S.CC#N" spin_multiplicity=1 de_lowest_kj_mol=175.0 gap_ev="8.3339 / 8.3332" max_force_ev_per_a=3.78 lumo_ev="-0.433 / -0.433"
C -2.552 -0.873 0.354 -0.10
C -1.310 -0.001 0.502 -0.36
C -1.246 1.140 -0.442 -0.58
S 0.117 1.412 -1.377 0.67
H -2.804 -0.836 -0.663 0.05
H -3.360 -0.463 1.027 0.09
H -2.361 -1.869 0.700 0.06
H -0.556 -0.778 0.238 0.10
H -1.131 0.399 1.440 0.09
H -1.909 1.998 -0.251 0.06
C 3.062 -0.008 -0.727 -0.12
C 2.535 0.079 0.634 -0.32
N 2.012 0.095 1.674 0.13
H 4.060 -0.328 -0.670 0.05
H 2.988 0.937 -1.218 0.04
H 2.453 -0.904 -1.222 0.13

---

13
Properties=species:S:1:pos:R:3:lowdin_charge:R:1 method="wB97M-V/def2-TZVPD" total_energy_ev=-9269.4189 spin_multiplicity=1 de_lowest_kj_mol=393.9 gap_ev="7.0753 / 7.1317" max_force_ev_per_a=1.14 lumo_ev="-0.408 / -0.390"
C -2.206 0.299 -0.118 -0.12
C -0.874 -0.368 0.059 -0.24
O 0.135 0.620 0.206 0.02
C 1.344 0.180 0.133 -0.42
N 1.490 -1.140 -0.003 0.16
C 2.408 1.133 0.089 -0.10
N 3.298 1.875 0.068 0.18
H -2.232 0.905 -1.031 0.07
H -2.970 -0.478 -0.224 0.07
H -2.501 0.943 0.725 0.07
H 0.541 -1.444 -0.437 0.10
H -0.806 -1.058 0.909 0.10
H 2.373 -1.469 -0.376 0.12

---

43
Properties=species:S:1:pos:R:3:lowdin_charge:R:1 method="wB97M-V/def2-TZVPD" total_energy_ev=-29610.6721 smiles="CC(=O)NCO.O.O.O.O.O.O.O.O.O.O" spin_multiplicity=1 de_lowest_kj_mol=52.6 gap_ev=10.2110 max_force_ev_per_a=2.29 lumo_ev=-0.067
C 2.738 0.511 -1.914 0.02
C 2.133 0.092 -0.621 -0.48
O 2.839 -0.346 0.300 0.02
N 0.860 0.430 -0.306 0.12
C -0.281 0.531 -1.200 -0.19
O -1.181 -0.517 -0.917 -0.10
H 2.042 1.001 -2.589 0.07
H 3.106 -0.316 -2.521 0.10
H 3.453 1.278 -1.651 0.09
H 0.527 0.323 0.649 0.13
H -0.052 0.309 -2.230 0.13
H -0.756 1.499 -1.062 0.11
H -1.349 -0.645 0.030 0.03
O -0.542 3.984 -0.630 -0.06
H 0.368 3.753 -0.497 0.00
H -0.738 4.935 -0.652 0.07
O 1.724 4.778 0.540 -0.05
H 1.504 5.251 1.357 0.07
H 2.495 4.236 0.723 0.05
O 0.137 -3.424 -2.739 -0.08
H 0.289 -2.973 -1.877 0.01
H -0.484 -4.116 -2.480 0.05
O -1.783 -0.171 1.750 -0.07
H -1.263 -0.079 2.574 0.02
H -2.082 0.751 1.701 0.01
O -2.260 2.434 1.324 -0.05
H -3.061 2.967 1.338 0.07
H -1.618 2.826 0.696 0.03
O -2.213 -1.976 -2.944 -0.07
H -1.320 -2.225 -3.126 -0.03
H -2.118 -1.401 -2.166 -0.01
O -2.492 -2.873 0.215 -0.04
H -2.786 -2.068 0.655 0.04
H -2.479 -2.791 -0.744 0.03
O 1.534 -1.266 2.342 -0.06
H 0.832 -1.894 2.152 0.04
H 2.064 -1.023 1.548 0.00
O 0.234 -2.937 0.028 -0.05
H 0.891 -3.354 0.598 0.07
H -0.585 -2.832 0.512 0.01
O 0.129 0.484 3.652 -0.10
H 0.534 0.700 4.507 0.05
H 0.723 -0.117 3.122 -0.01

---

14
Properties=species:S:1:pos:R:3:lowdin_charge:R:1 method="wB97M-V/def2-TZVPD" total_energy_ev=-17592.1745 total_charge=+2 spin_multiplicity=2 de_lowest_kj_mol=35.6 s2=0.754 gap_ev="10.9134 / 5.5487" max_force_ev_per_a=2.42 lumo_ev="-8.394 / -13.673"
O 0.776 -2.142 -0.423 0.16
C 0.467 -1.171 -1.032 -0.17
C -0.315 -0.018 -0.285 -0.26
C 0.791 0.757 0.466 -0.39
S 1.484 2.126 -0.496 1.25
N -1.226 -0.695 0.696 0.25
H 0.848 -0.953 -2.048 0.17
H -0.868 0.472 -1.073 0.16
H 0.403 1.099 1.439 0.14
H 1.710 0.247 0.747 0.11
H 0.351 2.808 -0.796 -0.01
H -1.855 -1.378 0.259 0.20
H -0.696 -1.155 1.445 0.19
H -1.869 0.002 1.101 0.20

---

60
Properties=species:S:1:pos:R:3:lowdin_charge:R:1 method="wB97M-V/def2-TZVPD" total_energy_ev=-43293.7240 total_charge=+1 spin_multiplicity=1 de_lowest_kj_mol=0.0 gap_ev=6.0259 max_force_ev_per_a=1.93 lumo_ev=-3.977
C 0.847 -1.830 4.407 -0.07
C -0.007 -2.489 3.358 -0.23
O -0.376 -1.485 2.384 -0.03
C -1.159 -2.009 1.399 -0.57
C -1.678 -0.980 0.519 -0.35
S -3.002 -1.343 -0.460 1.04
C -4.148 -2.295 0.554 -0.22
C -3.768 0.301 -0.553 -0.20
O -1.376 -3.220 1.308 0.03
H 1.173 -2.607 5.101 0.08
H 1.734 -1.351 3.978 0.07
H 0.280 -1.087 4.979 0.08
H 0.543 -3.299 2.862 0.13
H -0.913 -2.905 3.822 0.13
H -1.499 0.064 0.763 0.09
H -3.579 -3.133 0.957 0.05
H -4.575 -1.659 1.334 0.07
H -4.929 -2.666 -0.116 0.06
H -2.987 1.024 -0.800 0.05
H -4.500 0.270 -1.370 0.07
H -4.231 0.513 0.418 0.07
C 5.267 -0.607 2.934 -0.05
N 4.729 0.362 2.007 -0.19
C 5.339 1.676 2.053 -0.06
C 3.567 0.139 1.316 -0.21
C 2.677 1.214 1.062 0.01
C 1.479 0.971 0.418 -0.02
C 1.248 -0.246 -0.264 -0.22
C 0.146 -0.409 -1.176 0.04
C -0.405 0.629 -1.948 -0.14
C -1.460 0.436 -2.948 -0.15
C -2.111 -0.689 -3.436 -0.06
C -3.186 -0.502 -4.321 -0.07
C -3.580 0.779 -4.740 -0.06
C -2.895 1.921 -4.294 0.00
C -1.845 1.716 -3.410 -0.17
N -1.052 2.662 -2.750 -0.07
C -1.100 4.102 -2.947 0.01
C -0.195 2.032 -1.897 0.04
C 2.120 -1.332 0.038 0.00
C 3.218 -1.164 0.861 0.00
H 4.757 -1.565 2.817 0.08
H 6.339 -0.743 2.748 0.10
H 5.131 -0.262 3.970 0.10
H 5.117 2.225 1.131 0.09
H 4.976 2.268 2.906 0.10
H 6.425 1.567 2.144 0.10
H 2.926 2.220 1.414 0.11
H 0.699 1.730 0.422 0.11
H -0.129 -1.426 -1.460 0.13
H -1.766 -1.688 -3.166 0.11
H -3.734 -1.373 -4.685 0.11
H -4.412 0.884 -5.436 0.11
H -3.143 2.934 -4.603 0.11
H -1.923 4.360 -3.618 0.09
H -1.235 4.602 -1.977 0.10
H -0.156 4.464 -3.382 0.11
H 0.530 2.615 -1.338 0.13
H 1.915 -2.310 -0.398 0.13
H 3.872 -2.005 1.106 0.11

---

85
Properties=species:S:1:pos:R:3:lowdin_charge:R:1 method="wB97M-V/def2-TZVPD" total_energy_ev=-132995.4330 total_charge=+1 spin_multiplicity=1 gap_ev=6.9418 max_force_ev_per_a=2.30 lumo_ev=-4.035
C -2.118 -0.395 -4.042 -0.01
O -0.719 -0.035 -3.930 -0.03
C 0.103 -1.096 -3.897 -0.44
O 0.256 -1.855 -4.834 0.17
C 0.906 -1.360 -2.649 0.02
C 0.538 -2.410 -1.824 -0.18
C -0.646 -3.259 -2.187 -0.02
C 1.240 -2.661 -0.691 -0.55
S 0.775 -3.953 0.420 0.86
N 2.314 -1.854 -0.402 -0.34
Br 3.258 -2.207 1.173 0.94
C 2.678 -0.840 -1.189 -0.21
C 3.830 0.050 -0.823 -0.14
C 3.286 1.307 -0.051 -0.28
C 3.425 1.233 1.479 -0.62
I 1.478 0.898 2.364 0.81
C 1.970 -0.577 -2.332 -0.19
N 2.261 0.500 -3.211 0.14
H -2.596 -0.166 -3.097 0.08
H -2.578 0.196 -4.827 0.10
H -2.240 -1.450 -4.273 0.10
H -0.852 -4.050 -1.480 0.05
H -1.569 -2.690 -2.298 0.08
H -0.432 -3.737 -3.146 0.11
H 1.879 -4.727 0.438 -0.10
H 4.613 -0.471 -0.282 0.08
H 4.288 0.437 -1.728 0.11
H 2.230 1.402 -0.294 0.06
H 3.803 2.187 -0.430 0.11
H 4.117 0.474 1.822 0.00
H 3.719 2.211 1.841 0.04
H 3.117 0.352 -3.733 0.12
H 2.313 1.371 -2.696 0.10
C -2.117 5.149 -3.321 -0.17
C -1.178 4.411 -4.270 -0.16
C -1.622 2.968 -4.082 -0.22
O -3.017 3.005 -3.768 -0.15
C -3.405 4.354 -3.476 -0.20
H -2.240 6.205 -3.558 0.11
H -1.747 5.071 -2.296 0.11
H -1.362 4.729 -5.298 0.12
H -0.122 4.562 -4.051 0.11
H -1.098 2.495 -3.244 0.11
H -1.467 2.360 -4.974 0.11
H -4.003 4.726 -4.314 0.12
H -4.022 4.368 -2.577 0.12
C -6.018 -2.866 -3.011 -0.16
C -5.583 -1.443 -2.684 -0.16
C -4.518 -1.680 -1.625 -0.20
O -3.912 -2.946 -1.927 -0.17
C -4.706 -3.627 -2.911 -0.19
H -6.493 -2.968 -3.985 0.12
H -6.717 -3.224 -2.252 0.12
H -5.139 -0.976 -3.567 0.11
H -6.392 -0.805 -2.334 0.12
H -4.957 -1.743 -0.624 0.12
H -3.752 -0.904 -1.616 0.09
H -4.161 -3.606 -3.862 0.12
H -4.841 -4.666 -2.612 0.12
C 7.024 -0.102 4.361 -0.17
C 6.684 1.092 5.245 -0.16
C 5.201 1.276 4.964 -0.20
O 4.675 -0.026 4.668 -0.17
C 5.760 -0.941 4.476 -0.21
H 7.919 -0.639 4.672 0.12
H 7.166 0.227 3.328 0.11
H 6.837 0.833 6.294 0.12
H 7.270 1.983 5.026 0.12
H 5.038 1.917 4.089 0.10
H 4.659 1.700 5.808 0.12
H 5.803 -1.606 5.344 0.12
H 5.573 -1.546 3.585 0.10
C -3.090 -0.177 4.796 -0.17
C -1.782 -0.881 5.139 -0.17
C -1.009 0.227 5.840 -0.21
O -1.977 1.058 6.480 -0.13
C -3.286 0.720 6.010 -0.20
H -3.926 -0.856 4.631 0.11
H -2.962 0.431 3.896 0.11
H -1.972 -1.703 5.832 0.12
H -1.256 -1.283 4.272 0.10
H -0.455 0.843 5.121 0.08
H -0.308 -0.153 6.583 0.12
H -3.811 0.192 6.812 0.12
H -3.835 1.632 5.778 0.12